# 1
The following is a DFT calculation (ωB97M-V with the def2-TZVPD basis set) of one molecule with the formula C5H12O2.

Geometry as XYZ:
```
19
Properties=species:S:1:pos:R:3:forces:R:3:nbo_charge:R:1
C 0.6654 1.7466 1.3660 0.130 0.203 0.093 -0.25
O -0.1221 0.6512 0.9626 0.008 -0.058 0.008 -0.55
C 0.4048 -0.0431 -0.1672 0.086 -0.137 -0.218 0.10
C 1.8592 -0.5258 0.0541 0.004 -0.074 -0.013 -0.65
C -0.5751 -1.1835 -0.4612 0.047 -0.016 0.027 -0.44
C -1.8751 -0.7650 -1.1483 0.225 -0.262 -0.262 -0.05
O -2.7343 0.0090 -0.3429 0.105 0.252 0.176 -0.72
H 0.6743 2.5468 0.6106 -0.060 -0.100 0.070 0.17
H 1.7013 1.4391 1.5509 -0.137 0.162 0.037 0.17
H 0.2455 2.1259 2.2998 0.009 -0.002 -0.166 0.20
H 0.4017 0.6549 -1.0243 -0.015 -0.097 0.096 0.16
H 2.1680 -0.4682 1.1028 -0.217 -0.050 -0.119 0.22
H 2.5741 0.0679 -0.5253 -0.114 -0.084 0.108 0.21
H 1.9781 -1.5701 -0.2446 -0.067 0.112 -0.053 0.22
H -0.8126 -1.6828 0.4869 0.079 0.018 -0.111 0.22
H -0.0744 -1.9143 -1.1068 -0.069 0.092 0.045 0.21
H -1.6349 -0.2417 -2.0917 -0.029 -0.018 0.186 0.15
H -2.4378 -1.6651 -1.4240 0.088 0.144 0.053 0.18
H -2.1825 0.6372 0.1435 -0.076 -0.084 0.044 0.48
```
Forces are in eV/Å.

Results
**Strongest force on any atom**: 0.434 eV/Å
**SMILES**: CO[C@@H](C)CCO
**Frontier orbital gap**: 10.97 eV
**E_tot**: -348.15866 hartree
**Energy relative to the best compared isomer or geometry (same formula, charge and spin)**: 29.0 kcal per mole
**Spin multiplicity**: 1



# 2
The following is a DFT calculation (ωB97M-V with the def2-TZVPD basis set) of C11H30ClIInOP3 as an isolated structure at a distorted geometry.

Geometry as XYZ:
```
48
Properties=species:S:1:pos:R:3:forces:R:3:nbo_charge:R:1
C 0.0675 1.0157 -4.8617 0.358 -1.811 -0.078 -0.80
C 0.1399 1.2508 -3.4246 -0.871 6.994 3.173 0.96
H 0.0977 1.9513 -5.4661 -0.019 -0.146 0.933 0.37
H -0.8503 0.4290 -5.0630 0.345 0.150 0.021 0.34
H 0.9429 0.3835 -5.0911 -0.284 0.032 -0.283 0.34
O 0.0927 2.0253 -2.5400 0.480 -5.199 -3.954 -0.23
I -0.1193 -3.6421 -2.3480 -0.014 1.048 -0.363 -0.18
In -0.0848 -1.3213 -0.8975 0.192 -0.904 2.107 0.65
P 2.3594 -0.1856 -0.5388 0.811 -0.638 0.151 0.97
C 3.0308 1.1663 0.5029 -0.365 0.397 0.086 -0.93
C 3.2458 -1.6812 0.0619 -0.248 -0.103 -0.078 -0.94
H 4.2721 -1.6701 -0.3220 -0.169 0.083 0.081 0.26
H 4.2891 -0.0062 -1.9804 -0.331 0.031 -0.168 0.28
H 2.7404 -2.5915 -0.2846 0.153 0.172 0.101 0.27
H 2.8185 -0.4647 -2.9126 0.261 0.041 0.122 0.24
H 2.7176 1.1107 1.5510 -0.119 0.002 -0.422 0.27
H 3.2717 -1.7002 1.1568 -0.137 0.031 -0.217 0.27
C 3.2115 0.1732 -2.1101 -0.034 0.112 -0.274 -0.96
H 4.1299 1.1485 0.5057 -0.228 -0.324 -0.265 0.27
H 3.0826 1.2311 -2.3752 0.005 -0.183 0.008 0.24
H 2.7329 2.1292 0.0669 -0.047 -0.166 0.260 0.25
P -2.4587 -0.1255 -0.5273 -1.037 -0.192 0.220 0.96
C -2.9797 1.3900 0.3707 0.507 0.320 0.080 -0.93
C -3.3365 0.1078 -2.1129 0.143 0.018 -0.287 -0.96
H -2.9151 -2.4215 0.2051 -0.163 0.236 0.105 0.28
H -4.4061 -1.5097 -0.1496 0.160 0.063 0.080 0.26
H -3.5381 -1.2257 1.3794 0.185 -0.020 -0.243 0.27
C -3.4154 -1.4487 0.3137 0.252 -0.337 -0.128 -0.94
H -2.9536 -0.6001 -2.8634 -0.305 0.168 0.155 0.25
H -4.4169 -0.0411 -1.9702 0.348 -0.014 -0.084 0.28
H -4.0726 1.4272 0.5159 0.341 -0.384 -0.252 0.28
H -2.7027 2.2686 -0.2277 0.043 -0.149 0.288 0.25
H -3.1939 1.1432 -2.4567 0.031 -0.285 0.000 0.24
H -2.5150 1.4500 1.3632 -0.033 0.013 -0.371 0.26
Cl 0.0638 -2.8398 1.1164 -0.184 0.354 -0.947 -0.56
C -1.3763 -0.6140 3.2036 0.097 -0.038 -0.128 -0.93
P 0.0449 -0.0317 2.1844 -0.011 0.395 0.074 0.81
C 0.1251 1.6676 2.8888 -0.249 -0.142 0.254 -0.95
C 1.3946 -0.7166 3.2350 0.052 -0.235 -0.114 -0.93
H -2.2163 0.0819 3.0970 0.066 -0.204 0.095 0.22
H -0.9782 -0.5389 4.2234 -0.565 -0.198 -0.045 0.24
H -1.6866 -1.6445 2.9689 0.211 0.470 0.184 0.26
H 0.2177 1.4859 3.9691 0.022 0.564 -0.164 0.23
H 0.9912 2.2230 2.5183 -0.161 -0.016 0.142 0.23
H -0.7926 2.2442 2.7035 0.325 -0.114 0.016 0.23
H 1.0521 -0.5326 4.2589 0.285 -0.275 -0.032 0.24
H 1.5493 -1.7925 3.0505 -0.033 0.565 0.212 0.26
H 2.3274 -0.1583 3.1127 -0.065 -0.183 -0.050 0.22
```
Forces are in eV/Å.

Results
**Strongest force on any atom**: 7.730 eV/Å
**Total charge**: +2
**Frontier orbital gap**: 3.39 eV
**E_tot**: -2483.86176 hartree
**Energy relative to the best compared isomer or geometry (same formula, charge and spin)**: 70.7 kcal per mole
**Spin multiplicity**: 1



# 3
The following is a DFT calculation (ωB97M-V with the def2-TZVPD basis set) of one molecule with the formula C19H20F3N3O3S2 at a distorted geometry.

Geometry as XYZ:
```
50
Properties=species:S:1:pos:R:3:forces:R:3:nbo_charge:R:1
C -3.5202 5.1685 1.9052 -0.139 -0.886 0.115 -0.26
O -3.7905 3.7449 1.7616 0.274 0.491 0.246 -0.50
C -2.8190 2.8435 2.0828 0.443 -0.162 0.464 0.32
C -3.0761 1.4856 1.7702 0.154 0.719 -0.485 -0.25
C -2.0277 0.5876 1.7268 0.340 0.002 0.403 -0.22
C -0.7329 0.9901 2.1180 -0.093 0.058 0.784 0.18
N 0.3570 0.0747 2.1816 -0.033 0.889 -1.211 -0.48
C 0.6439 -0.6147 3.3228 0.863 -2.205 1.135 -0.09
C 1.2726 -1.7807 3.0028 -0.941 1.716 2.178 -0.10
N 1.4010 -1.8487 1.6511 -0.543 -0.964 -2.229 -0.45
C 2.2373 -2.8654 1.0674 0.058 0.314 0.036 -0.40
C 1.0334 -0.5802 1.0220 -0.939 0.592 2.064 0.13
C 0.0892 -0.5293 -0.1437 -0.227 0.247 -0.776 -0.06
C -0.7846 -1.5696 -0.4606 -0.237 0.142 -0.125 -0.17
C -1.2479 -1.6797 -1.7669 0.379 0.269 -0.139 -0.24
C -0.7431 -0.7605 -2.7112 -0.152 -0.128 -0.051 -0.31
S 0.1868 -1.4935 -4.0615 -1.109 0.899 1.038 2.28
O 0.4747 -0.4564 -5.0149 0.399 -0.875 0.593 -0.89
O -0.3624 -2.7654 -4.4584 0.468 0.685 0.002 -0.91
N 1.5715 -1.8989 -3.0473 0.054 1.672 0.376 -0.75
C 1.4643 -3.2173 -2.4288 0.281 -0.539 0.247 -0.45
S 2.3617 -0.6059 -1.8612 0.274 -1.828 -4.208 0.34
C 3.1182 0.3837 -3.2780 0.965 -0.603 0.011 0.86
F 3.0922 -0.2137 -4.4877 0.108 0.724 1.477 -0.30
F 2.5884 1.6328 -3.4137 0.556 -1.320 0.318 -0.32
F 4.4317 0.4993 -2.8920 -0.943 0.581 -0.614 -0.34
C -0.3151 0.5129 -2.3011 -0.170 -0.262 0.579 -0.21
C 0.1064 0.6140 -0.9741 -0.722 -0.388 0.611 -0.18
C -0.5680 2.2463 2.7164 -0.101 -0.267 -0.220 -0.22
C -1.6005 3.1777 2.7194 -0.880 0.197 -0.800 -0.31
H -4.2880 5.6487 1.2892 0.263 -0.050 0.231 0.21
H -3.6438 5.4598 2.9621 0.142 -0.010 -0.405 0.18
H -2.5121 5.4341 1.5388 -0.439 -0.187 0.143 0.19
H -4.0748 1.1770 1.4713 0.154 0.204 -0.044 0.23
H -2.2081 -0.4535 1.4350 0.089 0.545 0.135 0.22
H 0.2946 -0.2858 4.2859 0.008 0.038 0.002 0.22
H 1.5543 -2.5962 3.6591 0.058 0.246 -0.229 0.22
H 1.9212 -3.1018 0.0584 0.127 0.109 -0.061 0.20
H 3.2975 -2.5776 1.0721 0.048 -0.073 -0.150 0.18
H 2.1261 -3.7862 1.6458 0.050 0.118 0.018 0.21
H 1.9501 -0.0124 0.7820 0.151 0.160 -0.297 0.15
H -1.0601 -2.2964 0.3033 0.239 -0.025 -0.218 0.23
H -1.8956 -2.4789 -2.1193 0.466 -0.186 0.164 0.25
H 2.4846 -3.5774 -2.2452 -0.218 0.055 -0.029 0.22
H 0.8955 -3.2497 -1.4823 0.111 0.158 -0.570 0.19
H 0.9701 -3.8949 -3.1350 0.268 0.250 0.179 0.26
H -0.1778 1.3250 -3.0142 0.282 -0.355 0.106 0.26
H 0.6137 1.5023 -0.5830 -0.147 -0.210 -0.386 0.23
H 0.3717 2.4973 3.2082 -0.099 -0.125 -0.294 0.22
H -1.4616 4.1849 3.1210 0.060 -0.430 -0.116 0.22
```
Forces are in eV/Å.

Results
**Strongest force on any atom**: 4.596 eV/Å
**SMILES**: COc1ccc(N2C=CN(C)[C@H]2c2ccc(S(=O)(=O)N(C)SC(F)(F)F)cc2)cc1
**Frontier orbital gap**: 5.94 eV
**E_tot**: -2221.76563 hartree
**Energy relative to the best compared isomer or geometry (same formula, charge and spin)**: 60.5 kcal per mole
**Spin multiplicity**: 1



# 4
The following is a DFT calculation (ωB97M-V with the def2-TZVPD basis set) of H14LiO7 as an isolated structure at a distorted geometry.

Geometry as XYZ:
```
22
Properties=species:S:1:pos:R:3:forces:R:3:nbo_charge:R:1
Li 0.2365 0.1850 0.1466 -0.058 0.068 -0.310 0.88
O -0.9365 2.0150 -0.6094 -3.912 -0.325 -0.858 -0.97
H -1.9325 1.8940 -0.9184 3.114 -0.463 0.021 0.50
H -1.2025 2.7300 -0.0324 0.751 0.701 0.826 0.48
O 1.7485 1.5190 -1.1404 1.462 1.109 0.149 -0.98
H 2.7285 1.7780 -1.1774 -2.262 -0.386 0.017 0.50
H 1.2135 2.3440 -1.2244 0.716 -0.884 -0.279 0.50
O -1.4875 -0.7110 0.9346 0.424 0.217 1.763 -0.97
H -1.2165 -1.4400 1.5516 -0.431 1.157 -0.389 0.50
H -2.1645 -0.1810 1.4096 0.570 -0.572 -0.402 0.51
O -0.0085 -0.8910 -1.9434 -0.625 0.862 0.672 -0.94
H -0.1785 -1.8040 -2.0954 -1.158 -1.383 -0.079 0.49
H 0.9175 -0.9090 -2.0844 1.729 0.709 -0.308 0.47
O 0.8315 1.5600 1.6146 -0.293 -0.957 0.924 -0.96
H 0.9845 2.3290 1.1056 0.425 1.234 -0.990 0.48
H 0.9315 1.8670 2.5206 -0.052 -0.301 0.195 0.50
O 1.5965 -1.2160 0.7056 -0.074 0.066 -0.015 -0.97
H 1.6915 -2.1330 0.9396 -0.547 -0.881 0.029 0.50
H 2.5055 -0.9490 0.7936 0.611 0.822 -0.010 0.49
O -2.0275 -2.7400 -0.5484 -1.361 -1.932 1.568 -0.97
H -2.6215 -3.2500 0.1346 1.841 1.637 -2.033 0.48
H -1.6085 -1.9970 -0.0824 -0.870 -0.499 -0.490 0.47
```
Forces are in eV/Å.

Results
**Strongest force on any atom**: 4.018 eV/Å
**Total charge**: +1
**Frontier orbital gap**: 10.53 eV
**E_tot**: -542.45954 hartree
**Energy relative to the best compared isomer or geometry (same formula, charge and spin)**: 21.7 kcal per mole
**Spin multiplicity**: 1



Question: Which value of strongest force on any atom does entry 1 give?
Answer: 0.434 eV/Å